#one
ORCA calculation (ωB97M-V/def2-TZVPD) on the ion C10H11BrPS with charge +1.

```
! wB97M-V def2-TZVPD RIJCOSX def2/J DEFGRID3
* xyz 1 1
C 2.154 3.209 0.782
C 2.181 1.790 0.828
C 1.473 3.594 -0.354
C 1.672 1.176 -0.258
C -0.809 -2.788 -0.709
C 0.043 -2.409 0.370
C -1.718 -0.514 -0.781
C -0.908 -0.201 0.490
C -1.574 -1.871 -1.382
C 0.305 -1.045 0.593
P 1.433 -0.499 -0.810
S 0.895 2.316 -1.291
Br 3.334 -1.333 -0.135
H 2.803 3.880 1.305
H 2.810 1.231 1.584
H 1.158 4.545 -0.592
H -0.874 -3.899 -0.856
H 0.727 -3.142 0.715
H -2.785 -0.526 -0.571
H -1.742 0.318 -1.562
H -0.507 0.805 0.658
H -1.480 -0.474 1.310
H -2.204 -2.096 -2.183
H 0.859 -0.642 1.353
*
```

gap between HOMO and LUMO (spin up / spin down)	6.39 / 6.39	eV

=====

#two
ORCA calculation (ωB97M-V/def2-TZVPD) on the ion C10H11BrPS with charge +1.

```
! wB97M-V def2-TZVPD RIJCOSX def2/J DEFGRID3
* xyz 1 1
C 0.088 3.111 1.891
C -0.625 2.170 1.223
C 1.056 2.558 2.741
C -0.073 0.924 1.327
C -0.076 -2.675 -0.895
C -1.203 -2.080 -1.303
C 1.158 -0.749 -1.330
C -0.139 -0.071 -1.857
C 0.814 -1.670 -0.115
C -1.315 -0.601 -0.938
P -0.471 -0.600 0.634
S 1.400 0.939 2.331
Br -1.530 -1.868 2.086
H -0.256 4.118 1.814
H -1.460 2.137 0.610
H 1.723 3.061 3.477
H 0.464 -3.562 -1.090
H -1.965 -2.353 -1.964
H 1.784 -1.267 -2.080
H 1.803 0.192 -1.119
H -0.237 1.066 -1.833
H -0.264 -0.450 -2.769
H 1.681 -2.167 0.350
H -2.358 -0.165 -1.193
*
```

gap between HOMO and LUMO	9.04	eV

=====

Computed stability ranking, most favorable first: #two, #one

=====

#one
ORCA calculation (ωB97M-V/def2-TZVPD) on a cluster of 2 separate species, C5H12NO2 in total.

```
! wB97M-V def2-TZVPD RIJCOSX def2/J DEFGRID3
* xyz 1 1
O -0.999 -0.142 -1.750
C -2.073 -0.348 -1.199
C -2.305 -0.106 0.264
C -1.229 0.676 0.998
C 0.144 0.113 1.046
C 1.283 0.685 1.383
N 2.571 0.042 1.185
H -2.860 -0.682 -1.894
H -3.267 0.388 0.330
H -2.412 -1.122 0.651
H -1.221 1.647 0.483
H -1.589 0.972 1.986
H 0.127 -0.893 0.619
H 1.278 1.698 1.773
H 3.220 0.115 1.955
H 3.009 0.345 0.305
H 2.416 -0.916 0.851
H 1.702 -1.176 -2.377
H 1.015 -0.048 -1.659
O 1.748 -0.632 -1.547
*
```

gap between HOMO and LUMO	10.32	eV

=====

#two
ORCA calculation (ωB97M-V/def2-TZVPD) on a cluster of 2 separate species, C5H12NO2 in total.

```
! wB97M-V def2-TZVPD RIJCOSX def2/J DEFGRID3
* xyz 1 1
O -0.785 -1.807 -0.674
C -1.750 -1.193 -0.292
C -2.025 0.227 -0.693
C -0.910 1.097 -0.064
C 0.370 1.027 -0.937
C 2.361 -0.021 -0.132
N 1.244 -0.115 -0.722
H -2.425 -1.677 0.411
H -2.039 0.403 -1.758
H -2.926 0.546 -0.191
H -1.161 2.159 -0.054
H -0.662 0.785 0.950
H -0.049 1.054 -1.962
H 0.995 1.889 -1.224
H 3.070 -0.809 0.026
H 2.637 0.963 0.238
H 0.922 -1.015 -1.093
H 0.495 -1.735 2.810
H 1.531 -0.624 3.029
O 1.107 -1.156 2.334
*
```

gap between HOMO and LUMO	9.58	eV

=====

#three
ORCA calculation (ωB97M-V/def2-TZVPD) on the ion C5H12NO2 with charge +1.

```
! wB97M-V def2-TZVPD RIJCOSX def2/J DEFGRID3
* xyz 1 1
C 1.133 -0.368 1.204
N 0.417 -0.031 -0.083
C 1.364 -0.162 -1.137
C -0.142 1.406 0.054
O -1.277 1.313 0.815
C -1.934 0.125 0.554
O -3.048 0.311 -0.270
C -0.901 -0.739 -0.224
H 2.295 -0.065 1.053
H 0.755 0.278 2.003
H 1.078 -1.390 1.387
H 2.444 0.209 -0.973
H 1.633 -1.242 -1.377
H 1.150 0.528 -1.989
H 0.645 2.133 0.391
H -0.443 1.820 -0.897
H -2.221 -0.499 1.403
H -3.963 0.131 0.064
H -0.820 -1.775 0.181
H -1.088 -0.774 -1.258
*
```

gap between HOMO and LUMO	12.11	eV
structure (SMILES)	C[N+]1(C)CO[C@@H](O)C1

=====

#four
ORCA calculation (ωB97M-V/def2-TZVPD) on the ion C5H12NO2 with charge +1.

```
! wB97M-V def2-TZVPD RIJCOSX def2/J DEFGRID3
* xyz 1 1
C -2.156 -0.077 -0.901
C -0.973 -0.824 -0.280
O -1.228 -1.388 1.013
N 0.096 0.166 0.022
C -0.407 1.135 1.080
C 1.374 -0.301 0.288
C 2.453 0.113 -0.394
O 3.732 -0.236 -0.087
H -2.708 0.482 -0.209
H -1.713 0.606 -1.579
H -2.813 -0.648 -1.381
H -0.549 -1.498 -0.932
H -1.985 -2.076 0.919
H 0.261 0.572 -0.850
H -1.127 0.560 1.712
H 0.400 1.503 1.644
H -0.991 1.925 0.591
H 1.553 -0.914 1.241
H 2.282 0.889 -1.118
H 4.500 0.011 -0.781
*
```

gap between HOMO and LUMO	10.81	eV
structure (SMILES)	C[C@H](O)[N@@H+](C)/C=C/O

=====

Computed stability ranking, most favorable first: #one, #two, #three, #four

=====

#one
ORCA calculation (ωB97M-V/def2-TZVPD) on a cluster of 10 separate species, C20H40O40S10 in total.

```
! wB97M-V def2-TZVPD RIJCOSX def2/J DEFGRID3
* xyz 0 1
O 7.474 -0.687 2.993
S 6.489 0.399 2.776
O 6.903 1.579 2.081
O 5.155 -0.294 2.126
C 4.008 0.306 2.602
C 4.304 0.787 4.026
O 5.728 0.765 4.127
H 4.101 1.219 2.014
H 3.116 -0.190 2.219
H 3.799 0.087 4.692
H 4.034 1.817 4.256
O 7.186 -3.537 1.227
S 6.503 -4.159 0.058
O 6.649 -5.641 -0.049
O 4.949 -3.598 -0.087
C 4.841 -2.466 -0.847
C 6.124 -2.154 -1.516
O 6.872 -3.386 -1.419
H 4.062 -2.461 -1.609
H 4.655 -1.654 -0.143
H 6.754 -1.376 -1.083
H 6.115 -1.776 -2.539
O -4.216 3.351 -2.393
S -4.458 2.003 -1.886
O -3.380 1.252 -1.207
O -5.920 1.754 -1.079
C -6.908 1.753 -2.053
C -6.331 0.878 -3.134
O -5.001 0.968 -3.090
H -7.560 1.239 -1.346
H -7.223 2.769 -2.291
H -6.688 1.164 -4.124
H -6.608 -0.175 -3.083
O -2.963 0.117 1.847
S -3.652 -1.070 2.441
O -4.069 -1.122 3.847
O -4.998 -1.347 1.429
C -4.562 -1.822 0.151
C -3.441 -2.865 0.520
O -2.936 -2.493 1.844
H -5.260 -2.177 -0.607
H -4.052 -1.034 -0.405
H -2.654 -2.703 -0.216
H -3.798 -3.893 0.579
O -2.426 3.727 -4.660
S -1.469 2.678 -4.657
O -1.965 1.332 -4.303
O -0.477 2.700 -6.041
C 0.613 3.644 -5.857
C 0.690 4.095 -4.421
O -0.196 3.248 -3.669
H 1.548 3.102 -5.993
H 0.630 4.562 -6.445
H 0.286 5.103 -4.334
H 1.643 3.932 -3.917
O -0.771 -0.652 8.244
S -1.062 -0.363 6.880
O -2.255 0.448 6.611
O 0.322 0.220 6.149
C 0.933 -0.806 5.364
C -0.243 -1.653 4.852
O -1.020 -1.780 6.011
H 1.515 -0.358 4.558
H 1.687 -1.301 5.976
H 0.003 -2.560 4.299
H -0.755 -0.933 4.213
O -0.270 6.742 1.547
S -0.636 6.776 0.104
O -0.163 7.889 -0.697
O -0.602 5.411 -0.796
C -1.671 5.268 -1.712
C -2.880 5.870 -0.906
O -2.337 6.767 0.003
H -1.440 5.847 -2.606
H -1.726 4.181 -1.769
H -3.330 5.028 -0.381
H -3.707 6.247 -1.507
O 0.072 -2.003 1.386
S 0.416 -1.434 0.087
O 1.199 -2.250 -0.860
O -0.754 -0.450 -0.452
C -0.234 0.756 -1.043
C 1.181 0.895 -0.575
O 1.325 -0.106 0.392
H -0.335 0.603 -2.117
H -0.895 1.591 -0.809
H 1.439 1.895 -0.228
H 1.836 0.745 -1.434
O -4.289 -4.256 -3.671
S -3.981 -3.461 -4.845
O -4.027 -3.997 -6.226
O -4.609 -1.922 -4.751
C -3.575 -0.983 -4.991
C -2.344 -1.509 -4.259
O -2.421 -2.810 -4.648
H -3.449 -0.900 -6.070
H -3.909 -0.050 -4.538
H -2.261 -1.286 -3.195
H -1.406 -1.151 -4.683
O 3.823 -4.622 6.577
S 4.464 -3.913 5.454
O 5.759 -3.287 5.654
O 4.519 -4.748 4.014
C 3.519 -4.324 3.087
C 2.603 -3.354 3.814
O 3.419 -2.782 4.874
H 3.953 -3.833 2.216
H 3.169 -5.242 2.615
H 1.753 -3.851 4.282
H 2.429 -2.505 3.153
*
```

gap between HOMO and LUMO	10.36	eV
structure (SMILES)	O=S1(=O)OCCO1.O=S1(=O)OCCO1.O=S1(=O)OCCO1.O=S1(=O)OCCO1.O=S1(=O)OCCO1.O=S1(=O)OCCO1.O=S1(=O)OCCO1.O=S1(=O)OCCO1.O=S1(=O)OCCO1.O=S1(=O)OCCO1

=====

#two
ORCA calculation (ωB97M-V/def2-TZVPD) on a structure of composition C20H40O40S10.

```
! wB97M-V def2-TZVPD RIJCOSX def2/J DEFGRID3
* xyz 0 1
C 0.076 -2.554 -4.551
C -0.413 -1.134 -4.702
O -0.736 -1.052 -6.153
S 0.435 -1.766 -7.001
O 1.606 -0.960 -7.040
O -0.083 -2.507 -8.037
O 0.813 -2.849 -5.781
H -0.757 -3.300 -4.522
H 0.646 -2.806 -3.650
H 0.325 -0.349 -4.466
H -1.351 -0.973 -4.071
C 4.682 1.022 -2.200
C 5.965 1.718 -1.870
O 6.082 1.647 -0.446
S 5.458 0.196 0.030
O 4.524 0.539 1.039
O 6.553 -0.665 0.265
O 4.663 -0.096 -1.331
H 4.677 0.628 -3.217
H 3.875 1.779 -1.913
H 5.859 2.713 -2.187
H 6.752 1.182 -2.420
C -6.532 -1.590 -2.367
C -5.447 -1.732 -1.196
O -4.542 -0.815 -1.722
S -4.323 -1.206 -3.293
O -3.529 -2.402 -3.363
O -4.072 0.043 -3.974
O -5.860 -1.672 -3.607
H -6.923 -0.607 -2.254
H -7.267 -2.363 -2.401
H -5.027 -2.737 -1.062
H -5.854 -1.283 -0.330
C -1.979 2.637 -3.221
C -0.749 3.586 -2.959
O -0.786 3.748 -1.460
S -2.270 3.681 -1.045
O -2.936 4.860 -1.523
O -2.345 3.256 0.336
O -2.657 2.486 -1.981
H -1.706 1.647 -3.635
H -2.706 3.118 -3.964
H -0.951 4.632 -3.243
H 0.217 3.185 -3.199
C 3.409 -1.511 3.250
C 2.070 -1.068 2.716
O 1.504 -2.274 2.191
S 1.872 -3.445 3.255
O 1.674 -4.696 2.589
O 1.180 -3.113 4.493
O 3.362 -2.997 3.429
H 3.642 -1.215 4.247
H 4.250 -1.325 2.528
H 2.232 -0.428 1.835
H 1.341 -0.631 3.423
C -2.381 -6.075 3.141
C -1.882 -6.263 1.746
O -2.891 -5.520 0.953
S -3.515 -4.293 1.667
O -4.911 -4.295 1.418
O -2.824 -3.066 1.442
O -3.070 -4.769 3.068
H -1.658 -5.876 3.942
H -3.140 -6.839 3.360
H -2.009 -7.293 1.445
H -0.847 -5.885 1.628
C 0.412 3.727 3.395
C 0.172 2.368 2.722
O 1.485 2.092 2.235
S 2.631 2.684 3.090
O 3.471 3.440 2.212
O 3.208 1.779 4.030
O 1.730 3.653 3.935
H -0.188 4.036 4.236
H 0.454 4.554 2.690
H -0.493 2.362 1.843
H -0.135 1.613 3.474
C -1.008 -1.263 5.870
C -1.872 -2.195 4.917
O -2.991 -1.341 4.517
S -2.432 0.126 4.362
O -3.328 1.051 4.942
O -1.893 0.329 3.047
O -1.217 0.001 5.403
H -0.002 -1.571 5.878
H -1.331 -1.303 6.863
H -2.387 -3.059 5.327
H -1.353 -2.575 4.029
C -0.985 -0.298 0.255
C -1.400 -0.472 -1.205
O -0.271 -0.094 -2.072
S 1.053 -0.126 -1.168
O 1.290 1.282 -1.010
O 2.105 -1.003 -1.554
O 0.393 -0.668 0.133
H -1.431 -1.085 0.854
H -1.039 0.717 0.677
H -2.232 0.062 -1.662
H -1.541 -1.546 -1.353
C 3.417 5.345 -0.208
C 2.474 4.206 -0.493
O 2.669 3.997 -1.899
S 2.921 5.444 -2.623
O 1.722 5.918 -3.235
O 4.092 5.184 -3.404
O 3.200 6.193 -1.344
H 4.427 4.919 -0.172
H 3.214 5.856 0.734
H 1.426 4.394 -0.240
H 2.745 3.258 -0.113
*
```

gap between HOMO and LUMO	10.66	eV

=====

Computed stability ranking, most favorable first: #two, #one